A molecular structure, C10H18N2O5 in a non-equilibrium geometry. Source: OMol25; level of theory: ωB97M-V with the def2-TZVPD basis set.

```
35
Properties=species:S:1:pos:R:3:forces:R:3
C -2.437 1.184 -0.325 -3.8 -2.1 4.2
C -1.162 0.415 -0.025 -1.7 -1.4 6.2
C -3.623 0.151 -0.634 4.6 -4.2 0.0
C -3.809 -0.840 0.595 -1.7 1.5 3.2
C 0.917 -0.652 -0.745 -0.3 1.9 0.4
C 0.479 -2.101 -0.751 0.4 0.9 0.4
C 1.925 -0.241 0.349 -1.7 -1.8 0.2
C 3.010 -1.324 0.551 2.3 -1.0 0.5
C 2.393 1.180 0.065 0.3 1.2 -0.6
C 3.474 1.438 1.118 1.2 1.5 3.3
H -1.662 2.824 -0.968 0.7 0.4 0.0
H -3.233 2.841 -1.437 2.9 -3.1 0.6
H -2.915 1.585 0.657 1.6 -0.5 -0.9
H -3.229 -0.616 -1.440 -0.9 1.8 0.9
H -4.490 0.588 -0.981 -1.8 1.1 -0.4
H -2.427 -1.909 -0.120 -0.8 -0.8 0.4
H -0.369 0.833 -1.790 0.2 -0.6 1.0
H 1.482 -0.424 -1.591 0.6 -0.4 -2.0
H 1.422 -0.484 1.281 -0.5 1.4 0.5
H 2.554 -2.375 0.672 0.6 1.5 -1.0
H 3.396 -1.230 1.639 -0.1 0.2 -2.0
H 3.958 -1.295 -0.194 -2.3 -0.3 1.6
H 2.900 1.087 -0.937 -0.4 0.3 0.7
H 1.620 2.109 -0.091 1.5 -2.7 0.8
H 3.220 0.664 2.126 1.3 2.5 -3.1
H 4.619 1.234 0.573 -3.3 0.8 2.3
H 3.315 2.639 1.736 1.0 -3.7 -2.3
H -0.709 -1.712 0.930 1.3 0.0 -1.7
N -2.313 2.135 -1.291 -2.3 4.8 -3.4
N -0.215 0.358 -0.873 1.8 -0.8 -2.6
O -1.060 -0.201 1.163 -0.9 2.1 -3.9
O -4.402 -0.508 1.660 2.1 -1.6 -4.4
O -3.242 -2.089 0.414 0.0 2.0 0.0
O 0.975 -2.837 -1.570 -0.9 -0.2 0.8
O -0.362 -2.427 0.237 -0.4 -0.9 0.1
```
Positions in Å, forces in eV/Å.

DFT total energy (a.u.): -877.4146
Orbital gap (eV): 10.383
2S+1: 1
Energy relative to the best compared isomer or geometry (same formula, charge and spin) (eV): 6.124
E_LUMO (eV): 0.147